Record 1
A 2-piece molecular cluster, C2H8S3 overall. Source: the Open Molecules 2025 dataset; level of theory: ωB97M-V/def2-TZVPD.

Element x y z (Å)
S: -1.715954 -0.592797 0.961818
S: -1.883499 0.398785 -0.840167
H: -2.045253 0.347828 1.857674
H: -0.856944 1.280042 -0.766810
C: 1.413870 -0.836174 -1.247099
S: 1.775969 0.655325 -0.285789
C: 1.855389 0.033325 1.388514
H: 0.579714 -1.279930 -0.693500
H: 2.248299 -1.539125 -1.298997
H: 1.142465 -0.617376 -2.275706
H: 0.909112 -0.042528 1.905907
H: 2.425415 -0.889670 1.478995
H: 2.400390 0.804718 1.954199

Forces on atoms 1 to 2 (eV/Å):
0.284 -0.168 -0.172
-0.390 0.349 0.118

**Total energy**: -1275.53530 hartree
**Maximum force**: 1.09 eV Å⁻¹
**Kohn-Sham gap**: 0.323 hartree
**SMILES**: CSC.SS
**Energy above the lowest of the compared OMol25 structures with the same formula, charge and spin**: 7.2 kcal per mole
**HOMO level**: -8.49 eV

---

Record 2
A 2-piece molecular cluster, C2H8S3 overall. Source: the Open Molecules 2025 dataset; level of theory: ωB97M-V/def2-TZVPD.

Element x y z (Å)
S: -2.323913 2.666387 -0.547567
S: -1.651949 3.579451 1.159813
H: -2.893294 1.579762 -0.000625
H: -2.783113 4.133639 1.585294
C: 1.857853 -1.505497 -1.392192
S: 0.898193 -0.264573 -0.545559
C: 0.282365 -1.114046 0.900675
H: 1.899461 -2.424196 -0.812839
H: 2.848274 -1.096505 -1.564166
H: 1.310588 -1.759649 -2.299817
H: -0.646393 -0.651346 1.193481
H: 0.138146 -2.170919 0.674220
H: 1.063782 -0.972504 1.649276

Forces on atoms 1 to 2 (eV/Å):
-0.059 -0.056 -0.129
0.475 -0.202 0.111

**Total energy**: -1275.22348 hartree
**Multiplicity**: 2
**Maximum force**: 0.77 eV Å⁻¹
**Kohn-Sham gap (alpha / beta)**: 0.329 / 0.142 hartree
**Energy above the lowest of the compared OMol25 structures with the same formula, charge and spin**: 0.0 kcal per mole
**Net charge**: +1
**HOMO level (alpha / beta)**: -12.29 / -12.27 eV

---

Record 3
A 2-piece molecular cluster, C2H8S4 overall. Source: the Open Molecules 2025 dataset; level of theory: ωB97M-V/def2-TZVPD.

Element x y z (Å)
C: -0.085849 1.907112 -1.763910
S: -1.609735 1.883697 -0.832225
S: -2.940976 0.932631 -2.077301
H: -0.047162 2.066245 -2.823252
H: 0.464633 2.738566 -1.309041
H: 0.568467 1.045635 -1.593095
H: -2.954104 -0.250277 -1.444531
C: 2.536696 -0.745221 0.116116
S: 2.340293 -2.032276 1.403329
S: 0.757251 -1.203684 2.448696
H: 2.318655 0.184385 0.628250
H: 3.557928 -0.761786 -0.232767
H: 1.766922 -0.902085 -0.633870
H: -0.019627 -1.132892 1.355515

Forces on atoms 1 to 2 (eV/Å):
1.679 -0.083 0.883
-0.325 0.055 -0.445

**Total energy**: -1673.72362 hartree
**Maximum force**: 1.90 eV Å⁻¹
**Kohn-Sham gap**: 0.338 hartree
**SMILES**: CSS.CSS
**Energy above the lowest of the compared OMol25 structures with the same formula, charge and spin**: 9.2 kcal per mole
**HOMO level**: -8.73 eV

---

Record 4
A 2-piece molecular cluster, C2H8S4 overall. Source: the Open Molecules 2025 dataset; level of theory: ωB97M-V/def2-TZVPD.

Element x y z (Å)
C: -0.266806 -2.806827 1.830824
S: -1.015776 -1.879623 0.457443
S: -2.544275 -0.743292 1.565781
H: 0.150263 -3.682614 1.443214
H: 0.442723 -2.125384 2.199466
H: -1.057717 -3.023989 2.543482
H: -2.107172 0.393523 1.075868
C: -0.074499 2.424777 -1.638668
S: 1.688067 2.213447 -1.718443
S: 2.136786 0.651487 -0.461653
H: -0.496057 2.685483 -0.627594
H: -0.269000 3.194653 -2.314895
H: -0.465628 1.404412 -1.752774
H: 1.613588 -0.426085 -1.209743

Forces on atoms 1 to 2 (eV/Å):
-1.697 1.421 -0.161
-1.577 0.426 0.433

**Total energy**: -1673.70922 hartree
**Maximum force**: 3.77 eV Å⁻¹
**Kohn-Sham gap**: 0.320 hartree
**SMILES**: CSS.CSS
**Energy above the lowest of the compared OMol25 structures with the same formula, charge and spin**: 18.3 kcal per mole
**HOMO level**: -8.76 eV

---

Record 5
A 3-piece molecular cluster, C2H9BNO3 overall. Source: the Open Molecules 2025 dataset; level of theory: ωB97M-V/def2-TZVPD.

Element x y z (Å)
B: -3.502550 0.237247 -0.391257
C: 0.610249 1.772143 0.951003
C: 1.017755 0.307014 0.930044
N: 0.104174 -0.487832 0.505751
O: 1.251170 -2.752222 -0.902316
O: -4.669480 -0.121996 -0.590354
O: -2.353826 0.574076 -0.224733
H: 1.215716 2.338089 1.596161
H: 0.923453 2.158517 -0.066094
H: -0.387350 1.856623 1.118849
H: 1.914796 -0.168566 1.320124
H: -0.870302 -0.226589 0.236055
H: 0.366199 -1.352834 0.060145
H: 1.900193 -2.539696 -1.605028
H: 1.859161 -3.091025 -0.297392
H: -5.476211 0.129870 -0.887168

Forces on atoms 1 to 2 (eV/Å):
1.310 0.975 -0.060
4.072 -1.398 -1.755

**Total energy**: -386.75515 hartree
**Maximum force**: 4.65 eV Å⁻¹
**Kohn-Sham gap**: 0.431 hartree
**Energy above the lowest of the compared OMol25 structures with the same formula, charge and spin**: 39.5 kcal per mole
**Net charge**: +1
**HOMO level**: -15.77 eV

---

Record 6
The molecule C2H9ClO2P2. Source: the Open Molecules 2025 dataset; level of theory: ωB97M-V/def2-TZVPD.

Element x y z (Å)
O: -0.302214 -0.266045 2.736194
C: -0.739494 -1.103218 1.670716
C: 0.405985 -1.225552 0.677211
P: 0.177682 -0.056898 -0.767141
P: -0.064890 1.385360 -2.581650
O: 1.437050 2.060732 -2.423064
Cl: -1.234778 2.774103 -1.572448
H: -1.059686 -0.005285 3.266819
H: -1.627482 -0.658741 1.193252
H: -1.041561 -2.083464 2.053187
H: 0.514255 -2.248441 0.305930
H: 1.333031 -0.946519 1.187559
H: -0.056181 1.040290 0.111940
H: 1.462691 -0.335851 -1.321216
H: -0.923282 -0.795347 -1.286741
H: 1.718875 2.464875 -3.250549

Forces on atoms 1 to 2 (eV/Å):
0.052 0.079 -0.046
-0.050 -0.043 0.064

**Total energy**: -1374.92386 hartree
**Maximum force**: 0.37 eV Å⁻¹
**Kohn-Sham gap**: 0.314 hartree
**SMILES**: OCC[PH3]P(O)Cl
**HOMO level**: -7.70 eV

---

Record 7
A 2-piece molecular cluster, C2H9N2 overall. Source: the Open Molecules 2025 dataset; level of theory: ωB97M-V/def2-TZVPD.

Element x y z (Å)
C: -1.138945 -0.389488 -0.057800
N: -0.497887 -0.226661 1.241817
C: -0.544390 0.679207 -0.952941
N: 1.818642 0.008613 0.102063
H: -2.244795 -0.358705 0.050993
H: -0.956900 -1.388036 -0.429240
H: -0.828563 -0.844882 2.051500
H: 0.566002 -0.246822 1.157429
H: 0.576114 0.596445 -0.710613
H: -0.798345 1.731766 -0.644881
H: 2.491123 0.641402 0.487981
H: 2.365525 -0.760782 -0.274798
H: -0.807579 0.557948 -2.021507

Forces on atoms 1 to 2 (eV/Å):
-0.534 -0.145 0.958
0.288 -0.588 2.643

**Total energy**: -190.97369 hartree
**Multiplicity**: 2
**Maximum force**: 2.72 eV Å⁻¹
**Kohn-Sham gap (alpha / beta)**: 0.342 / 0.241 hartree
**Energy above the lowest of the compared OMol25 structures with the same formula, charge and spin**: 37.8 kcal per mole
**HOMO level (alpha / beta)**: -8.25 / -8.13 eV

---

Record 8
C2H9N2 as an isolated structure. Source: the Open Molecules 2025 dataset; level of theory: ωB97M-V/def2-TZVPD.

Element x y z (Å)
N: -0.805711 1.150075 1.505466
H: -0.259458 0.685515 2.230787
H: -0.271378 1.962321 1.195411
H: -1.608787 1.560008 1.976307
H: -0.490885 0.285087 0.525619
C: -0.510013 -0.777402 -1.422232
C: 1.532839 -0.480990 -0.191558
N: 0.251539 -0.395576 -0.230767
H: -0.751732 -1.828201 -1.357784
H: -1.247491 -0.031344 -1.696541
H: 0.188380 -0.726176 -2.263184
H: 1.875113 -0.673783 0.810284
H: 2.097584 -0.729535 -1.081807

Forces on atoms 1 to 2 (eV/Å):
0.520 0.523 0.186
-0.023 0.265 0.161

**Total energy**: -190.81559 hartree
**Maximum force**: 2.65 eV Å⁻¹
**Kohn-Sham gap**: 0.414 hartree
**Energy above the lowest of the compared OMol25 structures with the same formula, charge and spin**: 36.8 kcal per mole
**Net charge**: +1
**HOMO level**: -15.75 eV

---

Record 9
A 2-piece molecular cluster, C2H9N2 overall. Source: the Open Molecules 2025 dataset; level of theory: ωB97M-V/def2-TZVPD.

Element x y z (Å)
N: 2.307031 0.240071 0.006337
H: 0.680461 0.032500 0.307575
H: 2.223847 0.561132 -0.969168
H: 2.894950 -0.588774 0.057564
H: 2.868325 0.989639 0.403883
C: -1.666352 -0.214516 -1.134689
C: -1.293709 0.295508 0.065455
N: -0.211045 -0.273697 0.894580
H: -0.899738 -0.093787 -1.923492
H: -2.437840 -0.961729 -1.360901
H: -2.013558 0.811135 0.700204
H: -0.130940 0.031489 1.854484
H: -0.222939 -1.294015 0.784838

Forces on atoms 1 to 2 (eV/Å):
0.082 0.849 -0.894
0.725 -0.526 1.712

**Total energy**: -190.74629 hartree
**Maximum force**: 4.11 eV Å⁻¹
**Kohn-Sham gap**: 0.306 hartree
**Energy above the lowest of the compared OMol25 structures with the same formula, charge and spin**: 80.3 kcal per mole
**Net charge**: +1
**HOMO level**: -13.38 eV

---

Record 10
A 2-piece molecular cluster, C2H9N2 overall. Source: the Open Molecules 2025 dataset; level of theory: ωB97M-V/def2-TZVPD.

Element x y z (Å)
C: -0.356233 -0.806232 1.237417
C: 1.463364 0.531871 0.240443
N: 1.034902 -0.463746 0.908430
H: -0.345526 -1.130021 2.274491
H: -0.703653 -1.597327 0.580224
H: -0.967720 0.083035 1.138507
H: 0.755009 1.175467 -0.278580
H: 2.537613 0.651022 0.173080
H: 1.755025 -1.085455 1.252848
N: -1.103635 0.710034 -1.666914
H: -0.630875 0.342911 -2.485184
H: -1.613417 1.526514 -1.999852
H: -1.824851 0.061933 -1.374906

Forces on atoms 1 to 2 (eV/Å):
0.199 0.250 0.116
-0.260 -0.162 -0.078

**Total energy**: -190.84000 hartree
**Maximum force**: 0.46 eV Å⁻¹
**Kohn-Sham gap**: 0.353 hartree
**Energy above the lowest of the compared OMol25 structures with the same formula, charge and spin**: 21.5 kcal per mole
**Net charge**: +1
**HOMO level**: -14.52 eV

---

Record 11
C2H9N2 as an isolated structure. Source: the Open Molecules 2025 dataset; level of theory: ωB97M-V/def2-TZVPD.

Element x y z (Å)
C: 0.064716 -0.761137 -0.261042
C: 0.606495 -0.414129 1.000534
N: -1.242751 -0.867407 -0.328032
N: 1.733544 0.484735 0.692677
H: 0.320017 0.733386 -1.697243
H: 0.670352 -1.206797 -1.101505
H: 1.090477 -1.408463 1.044652
H: 0.095809 -0.095664 1.928245
H: -1.781817 -0.326559 0.306963
H: -1.828551 -1.286581 -1.100051
H: 1.255164 1.358128 0.340878
H: 0.523001 1.074127 -2.373101
H: 2.209458 0.784012 1.534476

Forces on atoms 1 to 2 (eV/Å):
-3.506 -2.003 -1.555
3.557 1.152 0.679

**Total energy**: -190.76483 hartree
**Maximum force**: 4.33 eV Å⁻¹
**Kohn-Sham gap**: 0.350 hartree
**Energy above the lowest of the compared OMol25 structures with the same formula, charge and spin**: 68.7 kcal per mole
**Net charge**: +1
**HOMO level**: -14.76 eV

---

Record 12
C2H9N2 as an isolated structure. Source: the Open Molecules 2025 dataset; level of theory: ωB97M-V/def2-TZVPD.

Element x y z (Å)
C: -0.397298 -0.183632 0.073711
C: 0.752403 0.644883 -0.315281
N: -0.233746 -1.425481 -0.355330
N: -0.001139 0.853354 -1.523891
H: -0.739730 -0.227927 2.175999
H: -1.219313 0.315752 0.420620
H: 1.770587 0.131041 -0.391275
H: 0.856857 1.515552 0.241923
H: 0.612674 -1.771771 -0.810937
H: -0.798402 -2.136170 0.036577
H: -0.202700 1.768555 -1.899707
H: -0.604790 0.534403 2.434704
H: 0.135682 0.267478 -2.322522

Forces on atoms 1 to 2 (eV/Å):
4.125 -1.444 -3.170
1.190 -1.047 -0.669

**Total energy**: -190.75973 hartree
**Maximum force**: 5.40 eV Å⁻¹
**Kohn-Sham gap**: 0.396 hartree
**Energy above the lowest of the compared OMol25 structures with the same formula, charge and spin**: 71.9 kcal per mole
**Net charge**: +1
**HOMO level**: -14.96 eV